# 1
The molecule C3H10N2O at a distorted geometry, computed with ωB97M-V/def2-TZVPD.

- Relative energy (zero: lowest compared OMol25 entry of this formula, charge and spin): 31.7 kcal per mole
- SMILES: NC[C@@H](N)CO
- E_LUMO: 0.9 eV
- Kohn-Sham gap: 9.873 eV
- Max |F|: 0.0398 hartree/bohr

The geometry in XYZ format:
```
16
C3H10N2O, DFT ωB97M-V/def2-TZVPD
N -2.1230 0.3145 0.5324
C -0.8023 0.0879 1.0925
C 0.4243 0.2060 0.1460
N 1.6705 0.0709 0.8572
C 0.3273 -0.7579 -1.0187
O 1.2177 -0.4122 -2.0910
H -2.4633 1.2373 0.2813
H -2.3997 -0.3522 -0.1750
H -0.9011 -0.9746 1.3328
H -0.6242 0.6457 2.0096
H 0.2490 1.2403 -0.2420
H 2.3725 -0.1426 0.1466
H 2.0443 0.9067 1.2634
H 0.4797 -1.8087 -0.7510
H -0.7060 -0.8057 -1.3658
H 1.2339 0.5445 -2.0184
```

***

# 2
The molecule C4H7NO, computed with ωB97M-V/def2-TZVPD.

- Relative energy (zero: lowest compared OMol25 entry of this formula, charge and spin): 97.3 kcal per mole
- E_LUMO: 0.2 eV
- Kohn-Sham gap: 9.207 eV
- Max |F|: 0.0100 hartree/bohr

The geometry in XYZ format:
```
13
C4H7NO, DFT ωB97M-V/def2-TZVPD
C -1.5923 0.3654 -0.0216
N -0.1964 -0.0078 0.0183
C 0.2023 -1.3861 0.1691
C 2.1550 0.8330 0.2609
C 0.7792 0.9010 0.0054
O 0.7246 2.1456 -0.1125
H -2.1040 0.0149 0.8825
H -1.6526 1.4546 -0.0690
H -2.0886 -0.0642 -0.8989
H 0.0340 -1.9538 -0.7469
H -0.3243 -1.8621 1.0007
H 1.2721 -1.3969 0.4107
H 2.7068 0.8094 -0.6879
```

***

# 3
A cluster of 13 separate species, C4H37N2O12S in total at a distorted geometry, computed with ωB97M-V/def2-TZVPD.

- 2S+1: 2
- E_LUMO (spin up / spin down): -0.1 / -0.1 eV
- Kohn-Sham gap (spin up / spin down): 2.283 / 8.983 eV
- Max |F|: 0.0782 hartree/bohr

The geometry in XYZ format:
```
56
C4H37N2O12S, DFT ωB97M-V/def2-TZVPD
N -0.4134 -0.4410 -1.2301
C 1.0681 -0.1103 -1.1614
C 1.2612 1.3658 -1.5938
C 2.6197 1.8968 -1.2267
S 2.8829 2.0935 0.5780
C 1.8576 -1.0735 -2.0875
N 2.1442 -2.3241 -1.3174
H -0.9441 0.1189 -0.5297
H -0.5245 -1.4983 -1.0329
H -0.7723 -0.1998 -2.1696
H 1.3870 -0.2420 -0.1340
H 0.4989 2.0032 -1.1685
H 1.1299 1.5129 -2.7130
H 2.7724 2.8933 -1.7361
H 3.4435 1.2557 -1.5836
H 2.2975 3.2346 0.7485
H 1.2630 -1.3578 -2.9836
H 2.7397 -0.6203 -2.4354
H 2.5630 -3.0582 -1.9026
H 2.6921 -2.1432 -0.5537
H 0.4171 1.1617 3.8628
H 0.7229 -0.1825 3.0754
O 0.0526 0.5340 3.2581
H 0.3226 -3.2131 -0.8433
H -0.6978 -3.0483 0.3305
O -0.6132 -3.0095 -0.6202
H -2.4619 -1.3012 4.1103
H -1.3486 -0.4638 3.3837
O -2.0735 -1.0995 3.2119
H -3.9455 2.4368 -2.3235
H -3.1521 1.2923 -1.6394
O -3.0584 2.2277 -2.0689
H -2.0158 3.1323 -1.0950
H -1.7836 4.2542 -0.0591
O -1.3526 3.5242 -0.4501
H -3.3297 -0.1629 -0.1708
H -3.7445 -0.9285 -1.4647
O -3.1051 -0.2784 -1.0956
H -1.2035 -2.3440 2.4274
H 0.3201 -2.5411 2.3131
O -0.4909 -2.9250 2.0375
H -1.0415 2.1640 0.5852
H -0.5455 1.1463 1.7334
O -1.1074 1.2645 0.9324
H -0.9279 1.7082 -4.2874
H -1.8143 1.5112 -3.0924
O -1.1131 1.1433 -3.6055
H -2.6845 0.8521 1.3457
H -3.2093 -0.3861 2.0548
O -3.5405 0.2564 1.4318
H 4.3016 -0.8144 1.3043
H 4.4245 -2.3590 1.5154
O 3.8036 -1.6634 1.2972
H 1.9796 -1.9856 3.6641
H 2.3886 -1.6207 2.2727
O 1.6605 -1.5881 2.9011
```

***

# 4
The molecule C3H7N3S at a distorted geometry, computed with ωB97M-V/def2-TZVPD.

- Relative energy (zero: lowest compared OMol25 entry of this formula, charge and spin): 32.1 kcal per mole
- SMILES: N#C[C@H](CN)SN
- E_LUMO: 0.5 eV
- Kohn-Sham gap: 9.946 eV
- Max |F|: 0.0517 hartree/bohr

The geometry in XYZ format:
```
14
C3H7N3S, DFT ωB97M-V/def2-TZVPD
N -1.7308 -2.0405 -1.0154
C -1.1815 -1.1986 -0.4654
C -0.4769 -0.1581 0.1943
C -0.9573 1.2537 -0.1457
N -0.2168 2.3173 0.4847
S 1.4501 -0.3755 -0.4468
N 1.6889 -1.9955 -0.0925
H -0.3938 -0.3384 1.2662
H -0.9151 1.3984 -1.2285
H -2.0051 1.3333 0.1672
H -0.2308 2.2179 1.4944
H 0.7483 2.3066 0.1773
H 1.7504 -2.5739 -0.9211
H 2.4704 -2.1469 0.5312
```

***

# 5
The molecule C5H8N2 at a distorted geometry, computed with ωB97M-V/def2-TZVPD.

- Relative energy (zero: lowest compared OMol25 entry of this formula, charge and spin): 118.0 kcal per mole
- E_LUMO (spin up / spin down): -0.7 / -0.4 eV
- Kohn-Sham gap (spin up / spin down): 8.024 / 9.199 eV
- Max |F|: 0.0249 hartree/bohr

The geometry in XYZ format:
```
15
C5H8N2, DFT ωB97M-V/def2-TZVPD
C 1.4994 1.2163 -0.7287
C 0.4885 0.3772 0.0569
C -0.8634 0.5338 -0.6078
N 0.5284 -1.0003 -0.2538
C -0.2814 -1.5916 0.7417
C -1.6625 -0.8425 0.9357
N -2.7242 -0.6237 1.3554
H 1.4418 1.0055 -1.8017
H 2.5120 0.9856 -0.3894
H 1.3054 2.2789 -0.5607
H 0.5289 0.6359 1.1294
H -1.3471 -0.3300 -1.0487
H -1.0824 1.4693 -1.1377
H -0.4890 -2.6492 0.5540
H 0.1458 -1.4652 1.7553
```

***

# 6
A structure of composition C18H28N2O3S2SiTi at a distorted geometry, computed with ωB97M-V/def2-TZVPD.

- Relative energy (zero: lowest compared OMol25 entry of this formula, charge and spin): 0.0 kcal per mole
- 2S+1: 2
- Net charge: +1
- E_LUMO (spin up / spin down): -2.6 / -2.7 eV
- Kohn-Sham gap (spin up / spin down): 8.240 / 9.146 eV
- Max |F|: 0.0374 hartree/bohr

The geometry in XYZ format:
```
55
C18H28N2O3S2SiTi, DFT ωB97M-V/def2-TZVPD
Ti -0.0206 -0.8577 0.9709
C -2.3981 4.8574 -4.6189
C -1.9390 4.0359 -3.4512
C -1.4307 4.6385 -2.3044
C -1.0174 3.8804 -1.2202
C -1.1192 2.5009 -1.2996
C -1.6191 1.8674 -2.4323
C -2.0253 2.6414 -3.4993
S -0.5723 1.5332 0.0385
O -0.0867 2.3800 1.0997
O -1.6249 0.5711 0.4585
N 0.5494 0.4896 -0.4686
C 1.8525 0.5567 0.0563
C 2.8175 1.5175 -0.1963
C 4.0525 1.3576 0.4052
C 4.2860 0.2663 1.2380
C 3.2675 -0.6347 1.4564
N 2.0713 -0.4924 0.8713
H -2.1344 5.9059 -4.4965
H -3.4817 4.7904 -4.7275
H -1.9547 4.4949 -5.5465
H -1.3567 5.7171 -2.2562
H -0.6233 4.3455 -0.3272
H -1.6838 0.7876 -2.4734
H -2.4157 2.1623 -4.3881
H 2.5957 2.3457 -0.8539
H 4.8395 2.0775 0.2248
H 5.2461 0.1197 1.7099
H 3.3900 -1.4989 2.0955
C -0.8392 0.9873 4.4085
S -1.0378 -0.7649 4.1165
C -2.6763 -0.7433 3.4002
O -0.0772 -1.0464 2.9545
H -1.6113 1.3106 5.1062
H -0.9142 1.5210 3.4604
H 0.1420 1.1336 4.8544
H -3.3684 -0.4050 4.1716
H -2.9243 -1.7630 3.1123
H -2.6983 -0.0781 2.5375
C 1.6153 -4.0151 1.2553
Si 0.4425 -3.7855 -0.2118
C -0.1817 -5.4646 -0.7572
C 1.3547 -2.9980 -1.6600
C -0.9069 -2.6146 0.3500
H 2.6442 -4.1744 0.9266
H 1.3238 -4.8888 1.8423
H 1.6123 -3.1651 1.9451
H 0.6516 -6.0796 -1.1053
H -0.8931 -5.3748 -1.5798
H -0.6738 -6.0010 0.0557
H 2.3666 -3.3980 -1.7512
H 1.4327 -1.9108 -1.5872
H 0.8339 -3.2191 -2.5946
H -1.4959 -3.0685 1.1557
H -1.5855 -2.3504 -0.4706
```